Density functional theory data (ωB97M-V/def2-TZVPD) for a single C24H30N2O3 molecule.

Results
SMILES ... CCN(CC)C[C@@H](O)COc1ccc2c(c1)c(C(C)=O)c(C)n2-c1ccccc1
HOMO-LUMO gap ... 8.571 eV
Energy relative to the best compared isomer or geometry (same formula, charge and spin) ... 61.1 kcal/mol
HOMO level ... -7.8 eV
Maximum force ... 0.0139 hartree/bohr
Calculated total energy ... -34497.75155 eV
LUMO ... 0.729 eV

```
! RIJCOSX wB97M-V def2-TZVPD def2/J DEFGRID3
* xyz 0 1
C 4.07315 0.11843 -2.50777
C 4.06825 0.55179 -3.97086
N 3.29311 -0.37042 -4.78914
C 3.69873 -0.41107 -6.18365
C 3.16396 -1.64768 -6.89702
C 1.85801 -0.23847 -4.59945
C 1.23385 -1.59492 -4.16766
O 2.20947 -2.47134 -3.68262
C 0.14984 -1.37903 -3.09758
O 0.69683 -0.61901 -2.04500
C -0.03860 -0.42391 -0.91115
C -1.37236 -0.81716 -0.76347
C -2.05102 -0.56332 0.41208
C -1.37583 0.07334 1.43801
C -0.03081 0.49156 1.30930
C 0.62951 0.23536 0.11422
C 0.30676 1.14602 2.54802
C 1.56386 1.72400 2.99456
C 2.77119 1.52197 2.10822
O 1.66202 2.33911 4.04330
C -0.83357 1.10447 3.34228
C -0.99930 1.59633 4.73022
N -1.83530 0.45968 2.68276
C -3.13302 0.20395 3.16193
C -3.61908 -1.09949 3.17290
C -4.90024 -1.35279 3.62741
C -5.69912 -0.31456 4.07745
C -5.21445 0.98273 4.06906
C -3.93700 1.24673 3.60967
H 4.58720 0.86319 -1.90463
H 4.58928 -0.83238 -2.39887
H 3.06009 0.00074 -2.13371
H 5.09611 0.55364 -4.34244
H 3.68515 1.58263 -4.05383
H 3.37605 0.49556 -6.72629
H 4.79131 -0.44211 -6.20742
H 2.08442 -1.60373 -7.01084
H 3.60893 -1.71837 -7.88655
H 3.41498 -2.54218 -6.33357
H 1.66406 0.48685 -3.80783
H 1.36421 0.11976 -5.50994
H 0.73576 -2.07343 -5.02762
H 3.06120 -2.02353 -3.84740
H -0.70665 -0.85657 -3.54814
H -0.17271 -2.36176 -2.73387
H -1.88974 -1.31363 -1.56809
H -3.08675 -0.84909 0.51728
H 1.64827 0.53089 -0.06275
H 3.65578 1.88182 2.62852
H 2.89132 0.47044 1.86171
H 2.64627 2.09076 1.18946
H -1.80001 1.06565 5.24215
H -0.06184 1.47510 5.26838
H -1.22307 2.66329 4.73186
H -2.98491 -1.90549 2.83529
H -5.27377 -2.36584 3.63565
H -6.69785 -0.51631 4.43379
H -5.83558 1.79485 4.41607
H -3.56155 2.25823 3.58492
*
```